A cluster of 2 separate species, C2HBr2NO in total. Source: the Open Molecules 2025 dataset; level of theory: ωB97M-V/def2-TZVPD.

XYZ file:
```
7
Properties=species:S:1:pos:R:3:forces:R:3:mulliken_charge:R:1
C 0.24514 -0.33825 -0.85140 0.222 0.420 -0.160 0.694
C -0.16345 0.74816 -0.04134 1.065 -1.762 1.329 -0.095
N 1.13114 0.18889 0.13452 -1.873 0.617 -0.087 -0.249
O 0.18043 -1.09138 -1.73061 -0.004 -0.846 -0.896 -0.383
Br -1.88523 -1.45235 1.04137 0.759 0.941 -0.348 -0.384
Br -1.06909 2.19248 0.49726 -0.084 0.395 0.077 0.089
H 1.56105 -0.24755 0.95020 -0.085 0.235 0.085 0.328
```
Positions in Å, forces in eV/Å.

Kohn-Sham gap (alpha / beta)   7.253 / 6.061 eV
ΔE to the lowest compared entry with this formula, charge and spin   65.3 kcal/mol
Multiplicity   1
HOMO level (alpha / beta)   -9.4 / -8.8 eV
Molar mass   214.8 g/mol